1.
Formula: CH5Cl2NP
Source: the Open Molecules 2025 dataset
Level of theory: ωB97M-V with the def2-TZVPD basis set

```
10
Properties=species:S:1:pos:R:3:forces:R:3:lowdin_charge:R:1
C 0.69265 0.41117 0.50026 -0.38 0.53 0.38 0.05
N 1.66442 -0.28861 -0.31235 -1.06 -2.70 -0.09 0.12
P -2.72674 -0.06837 -0.70413 1.35 0.77 -1.75 -0.10
Cl -3.27289 -1.62800 0.31322 -0.68 -1.15 1.21 0.13
Cl -3.29061 1.59532 0.22603 -0.36 0.39 0.64 0.10
H 0.44403 1.36473 -0.01248 -0.26 -0.72 1.32 0.09
H 0.73321 0.06916 1.56689 -0.55 0.96 -1.24 0.11
H 2.32832 -0.78287 0.26607 0.42 -0.37 0.24 0.16
H 1.26121 -1.00453 -0.97721 0.18 0.70 0.74 0.20
H 2.16641 0.33200 -0.86630 1.35 1.59 -1.46 0.13
```
Forces are in eV/Å.

As for the frontier orbital gap (alpha / beta): 5.671 / 9.343 eV. For the LUMO energy (alpha / beta), the calculation gives -5.62 / -4.44 eV. Its highest occupied orbital energy (alpha / beta) is -11.3 / -13.8 eV. As for the net charge: +1. The energy relative to the best compared isomer or geometry (same formula, charge and spin) comes out at 59.6 kcal per mole.

***

2.
Formula: C2H6IN3
Source: the Open Molecules 2025 dataset
Level of theory: ωB97M-V with the def2-TZVPD basis set

```
12
Properties=species:S:1:pos:R:3:forces:R:3:lowdin_charge:R:1
C -1.46612 -1.12259 -0.06920 0.43 0.14 -0.41 -0.22
C 2.44212 1.05883 0.13854 -3.85 1.70 -0.25 -0.32
N -2.70339 -0.69890 0.02655 -0.55 -1.19 -0.62 0.22
N 3.62763 1.31963 -0.09825 2.53 -2.32 0.31 0.09
N -0.50852 -0.24821 0.23079 2.49 -1.99 -1.00 -0.25
I 1.48113 -0.90456 -0.00057 0.04 -1.24 0.37 1.57
H -1.06812 -2.16736 -0.44172 -1.66 2.03 0.59 0.18
H -3.50632 -1.22116 -0.34409 0.61 -0.19 0.34 0.17
H -2.96922 0.24059 0.32167 0.46 -0.15 0.01 0.16
H 3.92424 2.22309 -0.39737 -0.04 1.48 0.19 0.15
H 4.40723 0.67114 0.03204 0.18 -0.09 -0.50 0.16
H -0.57968 0.56190 0.76762 -0.62 1.81 0.96 0.08
```
Forces are in eV/Å.

As for the frontier orbital gap: 7.813 eV. For the LUMO energy, the calculation gives -10.17 eV. Its highest occupied orbital energy is -18.0 eV. As for the net charge: +2. The energy relative to the best compared isomer or geometry (same formula, charge and spin) comes out at 102.7 kcal per mole.

***

3.
Formula: C7H16O6PS
Source: the Open Molecules 2025 dataset
Level of theory: ωB97M-V with the def2-TZVPD basis set

```
31
Properties=species:S:1:pos:R:3:forces:R:3:lowdin_charge:R:1
O -1.11939 0.58919 1.33539 0.90 -0.70 -2.57 -0.30
S -1.16762 -0.27681 0.15241 -3.62 -0.91 2.39 0.69
O -2.36696 -1.15462 0.17434 2.33 1.28 -0.85 -0.35
O -1.31118 0.68310 -1.20042 0.53 -0.46 1.49 -0.20
C 0.29463 -1.34439 -0.08293 1.20 0.75 -0.34 -0.23
C 1.41299 -1.17248 0.97921 -0.43 0.04 0.05 -0.26
C 0.97276 -1.43855 2.44241 1.02 -0.75 0.24 -0.38
C 1.99104 -2.47674 3.02286 -0.56 -0.39 1.26 -0.44
P 1.75227 -2.61049 4.82639 -0.14 0.46 -0.83 0.68
O 2.97978 -1.61434 5.47707 -0.50 -0.91 0.16 -0.40
O 2.21374 -4.22915 5.17890 0.52 0.94 -1.04 -0.38
H -0.86352 0.25477 -1.93391 0.13 -0.13 -0.42 0.05
H 0.73233 -1.09364 -1.06573 -0.34 0.00 0.20 0.09
H -0.01412 -2.39230 -0.12723 -0.56 0.39 0.19 0.11
H 2.17614 -1.93125 0.73759 -0.31 0.19 -0.04 0.09
H 1.92562 -0.20568 0.86824 -0.32 -0.12 0.04 0.11
H 0.99852 -0.51172 3.02977 -0.22 -0.16 -0.24 0.08
H -0.04997 -1.86209 2.48538 0.08 0.46 -0.24 0.08
H 1.72894 -3.44221 2.53745 0.32 0.13 0.38 0.00
H 3.84604 -1.87814 5.14597 0.16 0.04 -0.49 0.00
H 1.99646 -4.36988 6.09240 -0.20 -0.04 0.56 -0.02
C -2.79794 2.47004 -3.68358 0.03 -0.27 0.00 -0.03
C -1.38275 2.81046 -4.06268 0.11 -0.21 0.03 -0.51
O -0.53618 1.95138 -4.16948 0.01 0.00 0.02 0.06
C -1.05956 4.26166 -4.30302 0.29 -0.02 -0.08 -0.03
H -2.88037 1.39453 -3.54144 -0.01 0.04 0.04 0.08
H -3.06295 2.96825 -2.75009 -0.10 0.08 -0.07 0.09
H -3.48310 2.77490 -4.47706 -0.04 0.16 0.10 0.08
H -1.25128 4.83950 -3.39772 -0.15 0.06 -0.07 0.09
H -1.66654 4.64739 -5.12389 -0.11 0.09 0.12 0.08
H -0.00782 4.35931 -4.56662 -0.03 -0.03 0.02 0.08
```
Forces are in eV/Å.

As for the frontier orbital gap: 4.332 eV. For the LUMO energy, the calculation gives 2.27 eV. Its highest occupied orbital energy is -2.1 eV. As for the net charge: -1.

***

4.
Formula: C45H95BeF4N7O13S4
Source: the Open Molecules 2025 dataset
Level of theory: ωB97M-V with the def2-TZVPD basis set

```
169
Properties=species:S:1:pos:R:3:forces:R:3:lowdin_charge:R:1
Be -3.24541 -1.55061 0.82566 1.21 -0.29 -1.05 0.84
N -0.40183 -4.42088 3.08269 -0.06 0.71 -4.72 -0.24
S -0.66108 -5.95708 2.92197 -3.50 -4.97 4.72 0.49
O 0.46147 -6.82653 3.08172 0.15 0.52 -0.86 -0.28
O -1.82856 -6.45313 2.17180 2.23 1.51 0.13 -0.32
F -1.33426 -6.10016 4.48703 0.72 0.37 -1.32 -0.29
S -0.39497 -4.12918 1.38712 2.18 2.55 -0.92 0.63
O -1.66013 -3.61483 0.84534 0.99 -0.22 0.82 -0.39
O 0.39446 -5.02178 0.50976 -1.94 1.48 2.02 -0.30
F 0.56268 -2.79617 1.46645 -1.42 -1.42 0.04 -0.21
N -1.38338 -0.65511 -0.38547 1.02 -0.81 -3.79 -0.30
S -0.54081 -0.93451 -1.83934 -3.31 -3.81 -4.91 0.56
O 0.74736 -1.54542 -1.78067 -0.09 1.32 0.86 -0.22
O -0.90990 -0.08237 -2.96936 0.94 -0.33 2.40 -0.28
F -1.43920 -2.22738 -2.23923 0.02 0.32 0.63 -0.22
S -0.37571 0.44873 0.03476 1.83 4.31 5.64 0.42
O -0.15950 1.68700 -0.72163 -0.30 -2.68 0.29 -0.27
O 0.71172 -0.07001 0.84125 -0.44 0.67 -1.36 -0.27
F -1.37144 0.94215 1.16427 -0.61 0.82 0.87 -0.23
C -7.17932 -0.64170 -2.44685 -0.04 -0.86 -0.27 -0.01
C -6.78111 -1.26790 -1.08834 -0.12 1.62 0.26 -0.47
C -7.84242 -2.05850 -0.30415 0.27 0.00 -1.05 -0.16
C -8.06315 -3.46206 -0.73561 0.54 -0.17 -0.64 -0.20
C -6.72450 -4.16513 -0.74496 -0.13 -0.12 0.34 -0.15
C -5.60821 -3.48265 -1.54386 1.23 -0.01 0.42 -0.47
N -5.50968 -2.05690 -1.14539 -0.62 -0.87 1.34 -0.12
O -4.37988 -1.38474 -1.67386 -0.75 -0.14 0.44 -0.06
C -4.22288 -4.20095 -1.13977 -0.79 1.93 -0.94 0.00
C -5.90259 -3.68489 -3.04647 0.25 -0.26 1.45 -0.01
C -6.49180 -0.12328 -0.12255 2.33 0.31 0.87 -0.07
H -6.31035 -0.27230 -2.99140 0.26 0.17 0.28 0.07
H -7.85324 0.20993 -2.35382 -0.11 -0.17 0.21 0.09
H -7.60234 -1.37772 -3.13054 -0.37 0.02 0.07 0.07
H -7.48434 -2.16229 0.72011 -0.07 0.51 0.18 0.12
H -8.83305 -1.60492 -0.33614 0.29 0.77 0.18 0.13
H -8.47576 -3.54065 -1.74144 -0.78 0.03 0.24 0.11
H -8.68908 -3.76160 0.10498 -0.45 -1.23 -0.72 0.12
H -6.78691 -5.14423 -1.21989 -0.16 -0.30 0.51 0.12
H -6.50905 -4.24013 0.32091 0.84 -0.39 -0.06 0.13
H -3.90261 -3.72522 -0.21283 -0.20 -0.65 0.51 0.02
H -4.22036 -5.29082 -1.12369 -0.32 0.18 0.26 0.10
H -3.43717 -3.86161 -1.81476 -0.03 -0.20 -0.34 0.07
H -5.82289 -4.77186 -3.06182 -0.01 0.01 -1.11 0.09
H -6.92136 -3.36406 -3.26391 0.19 -0.08 -0.33 0.06
H -5.15048 -3.18172 -3.65413 -0.14 -0.25 -0.27 0.09
H -7.20048 0.49585 0.42750 -0.81 -0.23 -0.90 0.10
H -5.69952 0.50915 -0.52308 -0.18 0.40 -0.23 0.07
H -5.96706 -0.62887 0.68808 0.09 -0.03 0.36 0.04
H -4.46758 -1.40259 -2.62968 0.22 0.12 -0.59 0.09
C -1.31773 0.46840 6.18974 -0.46 -1.10 -0.24 -0.06
C -0.31148 1.34171 5.48287 0.88 0.07 1.51 -0.53
C 0.06893 2.35409 6.62045 0.26 0.38 -1.50 -0.14
C 1.25894 3.25662 6.32529 0.26 -0.91 -1.17 -0.18
C 2.55028 2.42242 6.02187 -1.67 -0.68 1.46 -0.10
C 2.25049 1.20584 4.97003 -0.90 3.23 -0.68 -0.47
N 0.90964 0.60106 5.12751 -0.18 -0.37 0.76 -0.08
O 0.66041 -0.40905 4.14399 0.24 0.40 1.05 0.00
C 2.40203 1.89888 3.57172 -0.66 -0.32 -0.74 -0.02
C 3.26699 0.16218 5.15709 0.61 -0.37 0.19 -0.05
C -1.00430 1.95772 4.31183 -0.36 1.14 -0.12 -0.03
H -1.74713 -0.27687 5.52019 0.26 -0.33 -0.02 0.09
H -2.18280 1.06447 6.48034 0.14 0.22 0.31 0.08
H -0.86875 -0.01292 7.05857 -0.15 -0.12 -0.05 0.09
H -0.78335 3.02745 6.71162 -0.29 -0.17 0.32 0.12
H 0.25555 1.85421 7.57093 -0.19 -0.27 -0.09 0.12
H 1.23268 3.95173 7.16448 1.00 0.22 -0.10 0.10
H 1.07336 3.80088 5.39930 -0.31 0.43 0.06 0.09
H 2.88311 2.04207 6.98762 -0.20 -0.80 0.17 0.10
H 3.39902 3.07813 5.82745 -0.08 -0.11 -1.15 0.10
H 2.27299 1.20506 2.74102 0.06 -0.50 0.08 0.06
H 1.61493 2.62147 3.35621 -0.24 0.17 0.47 0.07
H 3.30925 2.43637 3.29575 0.37 -0.19 0.69 0.05
H 4.16331 0.78114 5.11690 0.76 -0.88 0.05 0.09
H 3.11342 -0.32668 6.11913 0.29 0.17 0.15 0.09
H 3.21313 -0.62637 4.40649 0.23 0.26 -0.20 0.09
H -2.00512 2.27473 4.60500 -0.14 0.00 0.06 0.09
H -1.14198 1.24802 3.49607 0.32 0.25 -0.06 0.07
H -0.48905 2.88105 4.04710 0.05 -0.13 -0.69 0.08
H 0.61179 0.01873 3.28594 0.03 0.26 -0.58 0.05
C 4.08646 -6.64038 -3.49978 -1.99 0.52 0.40 -0.02
C 3.21091 -6.56821 -2.15690 0.01 0.61 0.54 -0.40
C 3.87190 -7.43999 -1.11198 3.47 1.10 1.42 -0.13
C 5.13638 -6.71889 -0.45400 -0.87 2.15 0.94 -0.17
C 4.79570 -5.35207 0.16862 -1.04 -0.50 -0.23 -0.17
C 4.15028 -4.43523 -0.84446 -0.14 1.76 -0.15 -0.46
N 3.12368 -5.12565 -1.63294 3.32 -4.71 1.89 -0.17
O 2.25516 -4.38502 -2.27685 -2.39 1.80 -1.45 0.00
C 3.40416 -3.25323 -0.05636 0.20 -0.37 -0.77 -0.01
C 5.33006 -3.79599 -1.68718 -1.22 0.32 -0.43 -0.03
C 1.75809 -7.21743 -2.35785 0.73 0.03 -0.23 -0.03
H 5.03478 -6.10304 -3.50715 -0.07 -0.11 0.54 0.06
H 3.43379 -6.11559 -4.19744 0.21 0.00 -0.50 0.07
H 4.22701 -7.65895 -3.86155 -0.05 -0.06 0.14 0.07
H 3.26099 -7.84399 -0.30471 -0.19 -0.01 -0.35 0.12
H 4.61066 -8.12789 -1.52321 -1.48 -1.37 -0.76 0.10
H 5.88079 -6.50096 -1.21981 0.30 -0.65 0.01 0.09
H 5.50842 -7.23966 0.42832 0.37 -0.85 -0.64 0.10
H 5.59851 -4.74256 0.58345 0.49 -0.58 0.09 0.11
H 4.12686 -5.59433 0.99448 -0.37 0.36 0.09 0.12
H 3.96531 -2.64700 0.65476 0.79 -0.65 0.21 0.08
H 3.05460 -2.46111 -0.71853 -0.35 -0.39 -0.39 0.06
H 2.56065 -3.67108 0.49317 0.05 -0.01 -0.18 0.05
H 5.95434 -3.20518 -1.01687 0.25 -0.15 -0.12 0.07
H 5.89805 -4.45338 -2.34545 0.28 -0.54 0.67 0.05
H 4.92971 -3.11973 -2.44249 -0.39 0.39 0.21 0.07
H 1.92985 -8.24993 -2.66206 0.24 0.07 -1.05 0.07
H 1.06534 -6.67938 -3.00491 0.46 -0.05 -0.49 0.07
H 1.12408 -7.49672 -1.51636 0.57 1.02 1.06 0.07
H 1.52706 -4.50803 -1.66338 -1.14 0.89 -0.40 0.09
C -2.63852 2.79272 -2.56948 -0.31 -0.85 -0.69 -0.05
C -3.62733 3.78691 -3.28607 2.00 -2.29 1.93 -0.43
C -3.72717 4.95773 -2.29679 0.71 1.76 -0.88 -0.14
C -2.42177 5.77090 -2.24418 -0.42 -0.69 -0.07 -0.20
C -2.05838 6.26595 -3.63906 0.85 0.04 0.67 -0.14
C -1.85682 5.11882 -4.68065 1.10 0.37 0.91 -0.46
N -3.00004 4.19674 -4.59318 -1.97 3.76 0.93 -0.14
O -2.95477 3.29523 -5.61866 0.14 -1.46 0.69 0.01
C -1.75017 5.75879 -6.09723 -0.88 -0.95 1.10 -0.02
C -0.46860 4.48634 -4.27568 0.53 0.17 0.81 -0.03
C -4.99506 3.02244 -3.37799 1.29 1.17 -2.00 -0.02
H -1.57571 3.03344 -2.59385 -0.32 0.51 0.46 0.05
H -2.99016 2.55530 -1.56544 0.22 0.24 0.19 0.09
H -2.63571 1.82149 -3.06425 -0.24 -0.21 -0.27 0.06
H -4.45729 5.67485 -2.67200 -0.49 -0.01 0.06 0.11
H -3.93248 4.77237 -1.24248 -0.56 -1.02 -0.31 0.12
H -2.50743 6.54246 -1.47903 -0.27 0.55 -0.39 0.11
H -1.61866 5.17550 -1.80990 0.10 -0.36 -0.30 0.10
H -1.08575 6.72896 -3.47260 0.22 0.27 -0.57 0.11
H -2.71314 7.07740 -3.95677 -0.37 -0.29 -0.25 0.11
H -1.87978 4.99222 -6.86122 0.04 0.12 0.01 0.07
H -0.77717 6.23274 -6.22674 -0.31 0.31 0.09 0.08
H -2.62081 6.41432 -6.07844 0.28 0.43 -0.79 0.08
H 0.45410 4.90932 -4.67291 -0.36 0.21 -1.29 0.08
H -0.33458 3.40542 -4.31754 -0.33 -0.04 -0.16 0.08
H -0.22835 4.80201 -3.26042 -0.50 -0.65 0.52 0.06
H -5.35504 2.58541 -2.44658 0.06 0.59 0.05 0.08
H -5.61299 3.75804 -3.89292 -0.91 -0.12 0.55 0.08
H -4.90846 2.22356 -4.11447 0.19 -0.22 0.09 0.07
H -2.30659 2.72556 -5.19801 0.45 -1.43 -0.98 0.09
C 5.97334 3.43602 3.14921 -0.19 0.56 -0.58 -0.01
C 5.59319 3.50490 1.58429 -0.80 -0.64 0.08 -0.41
C 5.43958 2.05603 1.14050 -0.45 -1.06 -0.53 -0.17
C 4.67184 1.85303 -0.15032 0.54 0.85 -0.45 -0.18
C 3.31517 2.54011 -0.06200 -0.34 0.12 1.01 -0.11
C 3.35043 4.10398 0.26218 1.33 -1.90 -0.80 -0.47
N 4.24502 4.21849 1.42048 0.76 -3.12 0.60 -0.15
O 4.24945 5.44030 2.01023 0.27 1.99 0.22 -0.01
C 3.88762 4.80262 -0.99097 0.36 1.56 -0.01 -0.04
C 1.94147 4.61301 0.61538 0.64 -0.08 -0.73 -0.01
C 6.65955 4.15347 0.68884 0.99 0.85 0.77 -0.04
H 6.85122 4.01404 3.43787 -0.34 0.81 -0.22 0.07
H 6.24565 2.49252 3.62224 -0.13 -0.80 -1.07 0.07
H 5.08696 3.69039 3.73035 0.15 0.59 -0.01 0.05
H 6.42457 1.61448 0.98903 0.27 0.12 0.27 0.12
H 4.92022 1.38523 1.82487 0.06 0.46 0.75 0.11
H 4.62727 0.78533 -0.36510 -0.50 -0.06 0.13 0.12
H 5.30039 2.23193 -0.95621 -0.21 0.32 -0.40 0.09
H 2.81942 2.11172 0.80910 -0.14 -0.18 0.15 0.09
H 2.66548 2.23559 -0.88253 0.01 0.64 -0.32 0.12
H 4.35887 5.75600 -0.75201 -0.20 0.39 0.61 0.08
H 4.73349 4.35244 -1.51052 -0.53 -0.79 -0.12 0.06
H 3.09080 5.11410 -1.66636 -0.06 -0.55 -0.31 0.08
H 1.89088 5.65565 0.30165 -0.28 0.09 0.21 0.08
H 1.26830 4.01707 -0.00090 -0.34 0.16 0.12 0.07
H 1.66709 4.52508 1.66661 0.15 -0.17 -0.05 0.07
H 6.62981 4.03409 -0.39419 -0.90 -0.13 0.09 0.07
H 7.67745 3.82086 0.89221 0.05 -0.38 0.56 0.08
H 6.69169 5.21670 0.92678 -0.12 0.21 -0.22 0.08
H 3.70395 5.34156 2.79399 -0.09 0.07 0.20 0.10
```
Forces are in eV/Å.

As for the frontier orbital gap (alpha / beta): 6.438 / 4.213 eV. For the LUMO energy (alpha / beta), the calculation gives 1.22 / -1.00 eV. Its highest occupied orbital energy (alpha / beta) is -5.2 / -5.2 eV. As for the net charge: -1. The spin multiplicity is 2.

***

Energy? In order: -36932.7346 -14720.0509 -39926.9560 -139851.4276 eV.